Entry 1:
Below is C45H53N7O3P2RuS2 as an isolated structure in a non-equilibrium geometry, with properties calculated with the ωB97M-V functional and the def2-TZVPD basis.

```
113
Properties=species:S:1:pos:R:3
C -1.73242 1.29207 1.42523
H -0.13336 0.96643 -5.13591
H 0.86958 3.08130 3.57722
H 4.53199 2.49673 -3.42434
O -0.57960 -8.55417 -1.59738
H -3.75848 0.81587 -1.53895
C 1.12518 3.73928 0.06767
H -4.78076 1.42114 2.91463
H 2.73522 2.85165 1.75186
C 2.06059 1.32539 3.14911
C 2.12009 -4.32099 -0.08785
C -3.73513 -0.22107 -1.86395
H -3.11890 5.08738 -1.52054
H -2.29550 -0.16750 -4.86770
N 1.12249 -6.42872 -0.14105
H -3.73100 1.62898 0.71323
C 0.73885 -1.31269 3.01877
H 4.12321 -3.62728 0.39445
N 1.50617 -1.57380 -0.04750
H -1.85325 2.00795 -4.18840
C -2.53022 3.63783 -2.98653
H -3.83271 -0.23850 -2.94442
C -3.12343 1.45870 1.58904
H 3.49421 -1.25386 0.44295
C 2.95408 1.64710 -2.12182
N 2.47925 0.39013 -1.85493
S -0.60480 -8.36277 -0.16788
H -3.06067 0.28909 5.94094
C 0.42882 0.33390 -4.45212
C -3.57963 0.99878 5.30306
C 1.87579 6.05164 -0.21581
H -2.28932 4.60760 -4.88592
C -3.06441 4.41738 -4.14460
H -4.62229 0.70730 5.21672
C 3.96895 1.66679 -3.05695
H 0.06924 -1.59058 -3.55457
H -0.38277 -3.12298 2.63267
C -2.66562 4.12113 -1.68484
H -3.86015 3.85681 -4.63539
N 2.17644 -8.50552 0.04463
C 0.33237 5.42902 1.54011
H 1.10493 -2.42816 4.79083
H 0.92517 0.98677 -3.73371
H -2.30078 -1.80544 -4.19916
S 4.31448 0.07133 -3.60570
H 2.85040 -1.57166 -2.51344
C 1.90556 4.71844 -0.58742
H 3.31664 1.21771 1.36946
C 3.47709 -6.50213 0.04167
P 0.73544 0.38005 2.19341
H -0.92595 -1.74084 1.67920
C -2.94043 1.08200 3.95944
C -1.49045 1.64228 -2.11040
N -1.15543 1.35899 0.20642
C 0.32808 4.10610 1.14924
C -2.24338 3.39153 -0.59852
H 3.34438 4.44077 -2.12613
H 1.59294 -1.81439 2.54180
C 2.34176 2.72101 -1.40761
H 2.35168 2.94521 4.52774
H -4.59203 -0.73462 -1.43252
C -0.49837 -0.66717 -3.74767
H -2.73341 -3.00095 -0.82482
H 4.44538 -6.02880 0.07823
H 4.23166 -8.52105 0.15016
H -1.33183 -1.84410 3.38505
C -1.93312 2.39025 -3.18346
H 2.58520 0.56323 3.73425
N 1.41036 2.51154 -0.47524
P -0.86689 -0.06197 -2.00248
C 3.08398 -0.52377 -2.55414
H -2.39349 -0.80122 -0.31677
C 1.17532 -7.69656 -0.05653
H -1.59274 -2.80966 -2.14627
C 2.75832 -2.01641 0.19575
H 2.46551 6.79271 -0.72697
C -3.70896 1.33347 2.82390
H -3.47211 5.37068 -3.81845
H -0.25627 5.73327 2.39327
O -0.54021 -9.52026 0.67460
C 3.10622 -3.34349 0.17556
C -2.51701 -2.42582 -1.72249
C 1.51916 2.38559 4.10067
C 3.08959 1.91844 2.18328
C 2.29384 -5.73622 -0.06458
H 0.01587 -4.54714 -0.48760
C -1.57057 0.88815 3.80612
H -2.35648 3.78989 0.39750
C -2.45912 -0.92307 -1.40588
H -0.42623 -2.10721 -0.46573
H 0.96078 1.93964 4.91942
C 1.08325 6.39008 0.86422
H -1.28788 -1.42426 -5.58348
H 4.01602 2.12191 2.71796
H 1.05380 7.41063 1.21254
H -3.54891 1.97309 5.79037
C -0.95835 0.95378 2.56468
H -0.24433 3.36416 1.68191
C 3.36893 -7.87402 0.08055
H -0.98339 0.66342 4.68140
N 2.65167 4.04236 -1.51811
C 0.56501 -2.49920 -0.30631
Ru 1.09843 0.40577 -0.15957
H -3.31665 -2.62914 -2.43029
C -0.55292 -2.05090 2.65378
O -1.36709 -7.24399 0.31665
H 1.85815 -0.84098 4.84435
C -1.64108 2.13666 -0.78805
C 0.80888 -3.83648 -0.32818
H 1.18533 -0.19048 -5.03322
C 0.96967 -1.38130 4.52665
C -1.67931 -1.03484 -4.64334
H 0.11815 -1.01017 5.08923
```

Summary:
**E_LUMO (alpha / beta)**: -3.748 / -5.120 eV
**2S+1**: 6
**⟨S²⟩**: 8.81
**Electronic energy**: -106920.1070 eV
**Charge**: +1

Atomic partial charges in e from the Mulliken method, atoms 1 to 4: number 1, C, carries -0.843; number 2, H, carries 0.409; number 3, H, carries 0.143; number 4, H, carries 0.472

---

Entry 2:
Below is C45H54BrN5OS2SiY as an isolated structure, with properties calculated with the ωB97M-V functional and the def2-TZVPD basis.

```
110
Properties=species:S:1:pos:R:3
C -0.51301 3.96490 3.00576
C 5.68107 -0.14163 1.08429
C 4.81679 2.34208 -1.29949
C -5.74589 1.68724 1.91350
C -6.06215 -4.34032 1.32986
H 1.86525 -4.21453 2.31091
H -3.01453 -4.66118 4.58742
H -3.47542 4.74029 -0.79998
H 5.02726 3.41744 -1.32908
H -5.86947 -3.77555 5.14237
C -2.27989 4.96450 1.68404
C 0.27791 -6.34721 1.25212
C -2.11384 3.96387 0.68995
C 1.36021 -7.28399 3.18342
H 4.73036 2.00407 -2.33241
C 2.37085 2.80071 -1.20439
H 0.11378 3.98428 3.88695
H -6.06977 4.39441 -0.07674
H -3.07251 2.87705 -2.38616
C 3.53568 2.08611 -0.49584
S 0.42465 -2.58411 1.00315
H 3.20941 -2.53932 1.08988
H 2.90871 -2.75248 -1.09127
C -5.74600 3.77128 0.74724
H 1.46772 2.79281 -0.58326
H -0.65148 -5.55825 4.41539
H 2.67805 -0.60596 -4.02345
N -0.02684 -4.02859 3.16608
H 1.61410 0.26083 -2.91448
H -2.52897 -5.02840 2.93141
C 2.66109 0.01265 -3.11922
C -6.15744 2.44962 0.83404
H 2.11659 2.36962 -2.17094
C -4.98940 -3.33552 3.23716
N -1.01098 1.89349 0.06137
H -0.70694 -3.94497 5.15570
C -6.92375 -4.73717 3.53889
H 3.46967 0.86314 2.60677
Si 3.07893 0.19477 -0.27669
C 3.29999 -0.76158 -1.95924
H -7.64961 -5.19907 4.19444
C 1.10597 -8.56324 2.70594
H 1.47716 -1.94560 -1.74228
H -7.77375 -5.56305 1.75419
H 1.43371 -9.42425 3.27275
C -2.57330 2.91445 -1.42898
H -4.35085 -3.05342 1.20477
C -6.99286 -4.94070 2.17002
H 4.73159 -2.52344 0.19713
C 1.22559 -4.78396 2.98047
C -1.64918 -2.26922 2.84329
H 4.22066 -0.57732 3.29642
C -1.19204 2.93327 0.93991
C -3.90694 -2.45203 3.79983
C -0.89749 -4.51230 4.24085
H -1.55632 5.79552 3.48621
H 0.23544 -9.72894 1.13311
H -3.97020 -2.40353 4.88913
H -3.93368 3.97624 3.60247
C -0.39060 2.91871 2.12529
H 5.68574 1.85078 -0.86005
Y 0.47657 0.24787 1.00213
C 4.21606 -0.59418 1.11369
H 4.81138 -1.55952 -3.29436
H 5.34647 -0.12595 -2.42053
S -1.75888 -0.61795 2.58627
H -4.69196 1.63361 3.78274
C -4.54266 3.54401 2.82151
C -5.92008 -3.93791 4.07165
C 0.01922 -7.62355 0.77973
N -4.48706 5.67064 1.54247
H 2.67190 -2.64350 -2.83386
H 1.70457 -4.83380 3.96024
H 2.78262 2.67914 1.48083
C -4.96838 2.23045 2.92445
H -0.49698 -7.75452 -0.16202
H 6.24175 -0.63440 1.88771
C -5.06617 -3.53844 1.86113
H -6.79672 2.02229 0.07429
N -2.57925 -2.98151 3.44544
H 3.18799 0.93772 -3.34984
H 5.79538 0.93160 1.22253
C 0.43366 -8.73324 1.50632
C -4.89720 4.29916 1.70880
H -3.98055 -1.44115 3.40676
H -1.50872 1.06225 -1.74817
C 3.67502 2.79759 0.85936
H 4.53638 2.46040 1.43358
C 2.55200 -2.10191 -1.88858
C 4.22089 -2.12752 1.07375
H 4.74924 -2.50943 1.95641
H 2.62787 3.85337 -1.36831
N -3.29050 5.98559 1.55980
C 4.76286 -1.04205 -2.32923
O 0.43334 1.89462 2.29381
H 6.16164 -0.40710 0.14114
C -1.68141 1.89392 -1.07288
Br -6.26749 -0.13229 2.02122
H 5.25968 -1.67948 -1.59756
C 0.95046 -6.17207 2.45949
C -0.39808 -3.02217 2.40695
C 3.59936 -0.21036 2.47074
H -0.02833 -5.48364 0.67251
H 1.88858 -7.15291 4.12100
H -6.12106 -4.49125 0.26016
C -1.44958 4.98997 2.77016
H 3.80517 3.87196 0.68677
C -2.79483 3.93778 -0.54701
C -2.32780 -4.38389 3.79051
H 2.61559 -0.69624 2.60595
```

Summary:
**E_LUMO**: -3.960 eV
**2S+1**: 1
**Relative energy (zero: lowest compared OMol25 entry of this formula, charge and spin)**: 0.0 kcal/mol
**Electronic energy**: -157670.1350 eV
**Charge**: +1

Atomic partial charges in e from the Mulliken method, atoms 1 to 4: number 1, C, carries -0.840; number 2, C, carries -1.755; number 3, C, carries -1.879; number 4, C, carries 0.315

---

> Which of these has the highest 2S+1?

C45H53N7O3P2RuS2

---

> The highest electronic energy belongs to which entry?

C45H53N7O3P2RuS2

---

> Look up the electronic energy of the second one.

-157670.1350 eV